86
Properties=species:S:1:pos:R:3:lowdin_charge:R:1 method="wB97M-V/def2-TZVPD" total_charge=-1 total_energy_ha=-5201.7030 e_homo_ev="-4.8 / -1.9" de_lowest_kcal_mol=21.8 orbital_gap_ev="7.088 / 4.216" lumo_ha="0.086 / 0.086"
Ca 0.18806 -1.71977 0.12978 1.35
O 0.76439 -1.12208 2.48986 -0.10
C 1.49631 0.17001 2.42315 -0.30
C 1.85169 0.68064 0.99816 -0.61
O 2.31810 1.85297 0.85414 0.02
O 1.70291 -0.19226 0.09865 -0.19
C 2.76879 0.04172 3.21208 -0.15
C 2.73270 -0.06926 4.59843 -0.04
C 3.91005 0.00876 5.36893 -0.08
C 5.13153 -0.04482 4.71509 -0.12
C 5.21503 -0.17042 3.31839 -0.07
C 4.01881 -0.22166 2.60858 0.00
C 0.52658 1.20792 2.99537 -0.15
C -0.81429 1.22874 2.58487 -0.02
C -1.65614 2.32290 2.85421 -0.06
C -1.23528 3.33436 3.71964 -0.11
C 0.06131 3.34085 4.13320 -0.10
C 0.93287 2.31067 3.77077 -0.02
H 0.23364 -1.07040 3.29268 0.10
H 1.76745 -0.22870 5.05282 0.12
H 3.89686 -0.06066 6.45707 0.10
H 6.04493 0.17418 5.29274 0.10
H 6.23709 -0.21574 2.87277 0.11
H 4.08184 -0.36172 1.54249 0.12
H -1.16191 0.40740 1.94047 0.09
H -2.67849 2.39386 2.38961 0.12
H -1.91847 4.10145 4.07065 0.10
H 0.41349 4.15697 4.77807 0.11
H 1.96131 2.41907 4.21320 0.13
N 2.22900 -5.63494 -0.68882 0.12
C 2.92881 -5.54800 0.56146 -0.20
C 3.72807 -6.43412 1.21832 -0.07
C 4.01411 -6.12762 2.55410 -0.13
C 3.47428 -4.99614 3.21357 -0.13
C 2.64836 -4.14734 2.52986 -0.04
C 2.33488 -4.41239 1.16108 -0.23
N 1.38222 -3.81641 0.35459 -0.02
C 1.28920 -4.60231 -0.75487 -0.28
C 0.38695 -4.29612 -1.87839 -0.40
C 0.33336 -4.83756 -3.14806 -0.44
S -0.92411 -4.12451 -4.03547 0.95
C -1.27413 -3.10372 -2.72399 -0.47
N -0.51193 -3.30409 -1.64841 -0.09
H 2.27258 -6.41085 -1.36732 0.15
H 4.08987 -7.36053 0.73770 0.11
H 4.73825 -6.72847 3.10190 0.08
H 3.77797 -4.70413 4.22656 0.10
H 2.22976 -3.25998 2.99629 0.09
H 0.96142 -5.61309 -3.59123 0.05
H -2.02004 -2.36673 -2.80646 0.04
C -1.66946 -0.19078 -0.77694 -0.32
Ge -1.87560 1.33939 -1.95825 0.88
C -3.67417 1.93987 -1.30924 -0.27
C -4.65099 0.89376 -1.38012 -0.12
C -5.96413 1.16019 -1.00736 -0.11
C -6.33152 2.44542 -0.65704 -0.16
C -5.45479 3.48250 -0.52029 -0.10
C -4.09478 3.21335 -0.89356 -0.10
C -0.86192 3.05136 -1.87172 -0.27
C 0.25512 3.23595 -1.10419 -0.12
C 0.94009 4.43562 -1.04178 -0.07
C 0.55191 5.49326 -1.89981 -0.10
C -0.50317 5.29801 -2.78493 -0.12
C -1.26518 4.16572 -2.63555 -0.14
C -1.94728 0.92356 -3.87689 -0.27
C -3.07207 1.15992 -4.69650 -0.12
C -3.20837 0.66396 -6.00555 -0.09
C -2.19417 -0.25523 -6.44572 -0.11
C -1.05702 -0.50092 -5.65987 -0.11
C -0.90334 0.14473 -4.41530 -0.12
H -2.51358 -0.32310 -0.10233 -0.11
H -4.36309 -0.12236 -1.53301 0.08
H -6.72527 0.39897 -1.10920 0.09
H -7.41207 2.62063 -0.32199 0.11
H -5.73771 4.45987 -0.15832 0.09
H -3.31206 3.92716 -0.67169 0.08
H 0.76019 2.41265 -0.59667 0.08
H 1.81525 4.52778 -0.38946 0.10
H 1.12274 6.41315 -1.85707 0.09
H -0.77624 5.97117 -3.60547 0.10
H -2.19289 4.13739 -3.26793 0.11
H -3.85499 1.82399 -4.33003 0.09
H -4.18241 0.73013 -6.59890 0.11
H -2.29651 -0.65116 -7.45533 0.08
H -0.24145 -1.16999 -5.94958 0.09
H 0.01090 -0.10187 -3.90070 0.10

---

95
Properties=species:S:1:pos:R:3:lowdin_charge:R:1 method="wB97M-V/def2-TZVPD" total_charge=+3 total_energy_ha=-3838.6635 e_homo_ev="-15.8 / -15.8" orbital_gap_ev="5.180 / 5.180" lumo_ha="-0.391 / -0.391"
Ce 0.05590 0.27300 -0.36380 1.40
C -3.35200 0.32650 -0.87490 0.01
O -2.25400 0.48680 0.03480 -0.28
C -2.60140 0.64250 1.38960 -0.19
C -3.88850 0.92600 1.81890 0.02
C -4.15670 1.07680 3.17280 -0.02
C -3.14500 0.94160 4.10850 -0.03
C -1.86000 0.66500 3.69100 0.02
C -1.55310 0.51670 2.33430 -0.18
N -0.23740 0.27880 1.87320 -0.10
N 0.64720 0.25100 2.81870 0.15
C 1.96100 0.09220 2.65950 -0.12
C 2.69790 -0.08010 1.43210 -0.22
O 2.15610 -0.03080 0.22230 -0.21
C 4.09300 -0.29350 1.52440 0.01
C 4.76920 -0.28060 2.71230 0.05
C 4.10310 -0.03910 3.93110 -0.16
C 4.80670 0.05640 5.15000 0.01
C 4.14520 0.34120 6.31740 -0.02
C 2.75900 0.50900 6.30390 0.00
C 2.05080 0.39850 5.12760 0.00
C 2.69710 0.13950 3.91300 -0.09
H -4.00030 -0.49410 -0.55490 0.13
H -2.92160 0.08610 -1.85220 0.12
H -3.93380 1.24950 -0.94870 0.12
H -4.69990 1.04250 1.11990 0.12
H -5.16290 1.29620 3.48980 0.13
H -3.35790 1.05440 5.16050 0.13
H -1.05870 0.55260 4.40200 0.10
H 4.64250 -0.42940 0.60180 0.12
H 5.84070 -0.42650 2.71870 0.15
H 5.87650 -0.07770 5.14670 0.14
H 4.68950 0.43890 7.24210 0.13
H 2.24020 0.72700 7.22510 0.13
H 0.98170 0.52210 5.12340 0.10
F 0.22950 9.74520 0.91480 0.17
C -0.75790 9.17870 0.20730 -0.60
F -1.91000 9.61730 0.71270 0.17
F -0.65920 9.65130 -1.04190 0.16
C -0.64730 7.67040 0.22680 -0.08
C 0.41760 7.09080 -0.45610 0.03
C 0.55930 5.71950 -0.45730 -0.05
C -0.36560 4.92680 0.22070 -0.35
C -1.42020 5.51030 0.91120 -0.06
C -1.56400 6.88850 0.91290 0.03
P -0.13390 3.10580 0.21610 1.13
C 1.55410 3.10830 0.97830 -0.34
C 2.80690 3.15180 0.36900 -0.06
C 3.95420 3.18840 1.14430 0.02
C 3.85980 3.23100 2.52980 -0.08
C 2.61860 3.24020 3.15140 0.02
C 1.47860 3.15750 2.37510 -0.08
C 5.13590 3.29900 3.33090 -0.59
F 6.00260 2.34910 2.92830 0.14
F 4.93590 3.10820 4.63640 0.16
F 5.75980 4.46860 3.18220 0.19
C 0.04140 2.88220 -1.62720 -0.39
C 1.09220 2.23450 -2.30320 -0.14
C 1.07280 2.15420 -3.69060 0.03
C -0.01160 2.64850 -4.40400 -0.06
C -1.08640 3.23460 -3.74760 0.06
C -1.04900 3.35680 -2.37060 -0.04
C 0.00330 2.51940 -5.91140 -0.59
F 0.83360 3.40470 -6.47180 0.18
F -1.20220 2.69200 -6.44550 0.18
F 0.43410 1.30020 -6.27370 0.15
H 1.12340 7.71870 -0.97760 0.14
H 1.38750 5.26590 -0.98140 0.11
H -2.12670 4.89260 1.44820 0.11
H -2.38170 7.35530 1.44140 0.13
H 2.91720 3.20950 -0.70330 0.10
H 4.92490 3.19740 0.67150 0.14
H 2.54950 3.30000 4.22620 0.14
H 0.50400 3.15400 2.85090 0.12
H 1.96140 1.83910 -1.76560 0.10
H 1.90020 1.71680 -4.23190 0.14
H -1.93400 3.59650 -4.31030 0.14
H -1.85600 3.86300 -1.85510 0.13
O 0.33320 -1.92390 -0.71730 0.02
C 0.79390 -1.53960 -1.81090 -0.57
O 0.37110 -0.50840 -2.38760 -0.01
C 2.02960 -2.25220 -2.41220 -0.11
N 3.23110 -1.78490 -1.62370 0.12
C 3.92080 -2.99800 -1.08690 -0.09
C 2.80230 -4.01970 -0.96880 -0.12
C 1.98930 -3.77270 -2.23770 -0.08
H 2.12710 -1.95080 -3.45700 0.18
H 2.90200 -1.15230 -0.82400 0.13
H 3.86760 -1.24280 -2.21210 0.20
H 4.40940 -2.78030 -0.13760 0.13
H 4.66820 -3.33060 -1.81050 0.15
H 2.19350 -3.82440 -0.08650 0.12
H 3.18290 -5.03680 -0.92150 0.14
H 0.96790 -4.12960 -2.13590 0.14
H 2.44690 -4.26660 -3.09520 0.14